No. 1
# C20H41BFNO14S

A cluster of 3 separate species, C20H41BFNO14S in total in a non-equilibrium geometry (ωB97M-V/def2-TZVPD, OMol25).

Values from the calculation:
- energy above the lowest of the compared OMol25 structures with the same formula, charge and spin (kJ/mol) = 53.4
- multiplicity = 1
- orbital gap (hartree) = 0.3521
- HOMO energy (eV) = -9.74
- structure (SMILES) = COCCC[C@H]1[C@H](CCCCS(=O)(=O)O)O[C@H](F)[C@]1(CCN)OB(O)O.COC(=O)OC.COC(=O)OC
- DFT total energy (a.u.) = -2417.7753
- E_LUMO (Eh) = -0.0060

Geometry (Å):
C1 2.37 -3.89 1.92
O1 2.16 -4.02 0.52
C2 3.31 -3.91 -0.30
C3 3.14 -2.88 -1.40
C4 3.52 -1.43 -1.01
C5 2.35 -0.46 -0.78
C6 1.05 -1.03 -0.26
C7 0.04 -1.57 -1.27
C8 -1.15 -0.66 -1.57
C9 -2.15 -0.47 -0.42
C10 -2.32 -1.70 0.45
S1 -3.50 -1.35 1.75
O2 -4.75 -1.11 1.10
O3 -3.46 -2.32 2.77
O4 -3.03 0.05 2.35
O5 0.55 -0.04 0.66
C11 1.25 1.14 0.45
F1 0.76 1.70 -0.70
C12 2.70 0.62 0.25
C13 3.12 0.08 1.62
C14 4.64 0.04 1.87
N1 5.12 -1.32 2.19
O6 3.53 1.62 -0.33
B1 3.55 2.84 0.30
O7 4.45 3.05 1.35
O8 2.75 3.88 -0.10
H1 1.93 -2.97 2.28
H2 1.83 -4.69 2.41
H3 3.41 -3.98 2.21
H4 4.22 -3.67 0.25
H5 3.45 -4.87 -0.80
H6 2.15 -2.97 -1.83
H7 3.83 -3.18 -2.19
H8 4.19 -1.49 -0.16
H9 4.11 -1.03 -1.83
H10 2.22 0.07 -1.71
H11 1.29 -1.87 0.38
H12 0.56 -1.70 -2.20
H13 -0.29 -2.55 -0.98
H14 -1.70 -1.15 -2.38
H15 -0.85 0.29 -1.96
H16 -3.11 -0.16 -0.82
H17 -1.78 0.33 0.20
H18 -1.39 -2.01 0.91
H19 -2.76 -2.54 -0.07
H20 -3.75 0.67 2.13
H21 1.04 1.72 1.35
H22 2.65 0.62 2.43
H23 2.78 -0.94 1.69
H24 5.16 0.39 0.99
H25 4.91 0.73 2.66
H26 5.88 -1.26 2.87
H27 5.57 -1.69 1.36
H28 3.97 3.18 2.18
H29 2.26 4.18 0.68
C15 4.16 4.79 -2.79
O9 3.84 6.09 -3.27
C16 2.68 6.17 -3.93
O10 1.92 5.26 -4.13
O11 2.50 7.43 -4.32
C17 1.29 7.66 -5.04
H30 5.12 4.87 -2.28
H31 3.41 4.44 -2.07
H32 4.25 4.08 -3.61
H33 0.43 7.43 -4.42
H34 1.27 7.07 -5.95
H35 1.28 8.72 -5.30
C18 -7.21 -2.34 2.57
O12 -8.28 -2.73 1.71
C19 -9.49 -2.36 2.14
O13 -9.73 -1.75 3.15
O14 -10.39 -2.79 1.25
C20 -11.74 -2.46 1.58
H36 -6.29 -2.69 2.12
H37 -7.16 -1.25 2.66
H38 -7.31 -2.80 3.55
H39 -11.88 -1.38 1.63
H40 -12.03 -2.92 2.53
H41 -12.36 -2.86 0.79



No. 2
# C20H41BN7O2S6Sr

A structure of composition C20H41BN7O2S6Sr in a non-equilibrium geometry (ωB97M-V/def2-TZVPD, OMol25).

Values from the calculation:
- energy above the lowest of the compared OMol25 structures with the same formula, charge and spin (kJ/mol) = 34.7
- multiplicity = 1
- orbital gap (hartree) = 0.2033
- HOMO energy (eV) = -3.77
- charge = -1
- DFT total energy (a.u.) = -3765.3546
- E_LUMO (Eh) = 0.0648

Geometry (Å):
Sr1 0.38 0.08 -0.69
C1 -1.53 -4.36 -0.28
C2 -2.50 -3.35 0.31
N1 -1.87 -2.19 0.89
C3 -1.52 -2.35 2.29
C4 -1.22 -1.01 2.94
N2 -0.04 -0.33 2.42
C5 1.13 -0.42 3.28
C6 2.03 -1.62 3.03
C7 2.91 -1.51 1.80
N3 2.21 -1.76 0.54
C8 1.88 -3.17 0.34
C9 1.48 -3.44 -1.10
N4 0.16 -2.92 -1.44
C10 -0.88 -3.93 -1.58
H1 -2.08 -5.29 -0.46
H2 -0.75 -4.60 0.46
H3 -3.13 -3.87 1.06
H4 -3.18 -3.02 -0.48
H5 -2.44 -1.36 0.79
H6 -0.64 -3.00 2.37
H7 -2.33 -2.85 2.85
H8 -1.12 -1.17 4.02
H9 -2.09 -0.35 2.79
H10 -0.28 0.65 2.27
H11 0.81 -0.45 4.34
H12 1.72 0.49 3.17
H13 1.44 -2.54 3.00
H14 2.69 -1.72 3.90
H15 3.76 -2.22 1.90
H16 3.33 -0.51 1.76
H17 2.82 -1.47 -0.22
H18 1.06 -3.43 1.00
H19 2.73 -3.82 0.61
H20 1.53 -4.52 -1.29
H21 2.20 -2.96 -1.77
H22 0.23 -2.45 -2.33
H23 -0.47 -4.82 -2.09
H24 -1.66 -3.52 -2.24
O1 4.65 3.07 -5.66
C11 3.77 2.56 -5.02
S1 2.45 3.43 -4.25
C12 1.61 2.06 -3.55
C13 2.16 0.85 -3.78
S2 1.58 -0.73 -3.24
S3 3.64 0.82 -4.72
S4 0.16 2.44 -2.62
C14 -2.20 -0.01 -3.51
S5 -2.44 -0.62 -1.85
C15 -4.21 -0.34 -1.76
O2 -1.88 0.41 -0.88
H25 -2.51 1.03 -3.56
H26 -2.79 -0.65 -4.15
H27 -1.14 -0.08 -3.75
H28 -4.72 -1.05 -2.40
H29 -4.40 0.69 -2.07
H30 -4.51 -0.48 -0.73
C16 -2.50 3.73 -0.77
N5 -1.46 4.10 0.16
C17 -0.42 5.03 -0.22
C18 0.61 4.89 0.92
N6 -0.09 4.02 1.86
C19 -1.19 3.48 1.31
S6 -2.12 2.25 2.02
H31 -2.05 3.45 -1.72
H32 -3.19 4.57 -0.92
H33 -3.04 2.88 -0.35
H34 -0.83 6.05 -0.30
H35 0.00 4.73 -1.19
H36 0.85 5.84 1.39
H37 1.53 4.42 0.57
H38 0.42 3.50 2.56
B1 3.19 2.71 2.74
C20 2.44 2.02 1.52
N7 1.85 1.47 0.69
H39 3.89 1.86 3.26
H40 3.83 3.64 2.32
H41 2.32 3.07 3.51



No. 3
# C20H41Br2IN5O4

A cluster of 5 separate species, C20H41Br2IN5O4 in total (ωB97M-V/def2-TZVPD, OMol25).

Values from the calculation:
- multiplicity = 1
- orbital gap (hartree) = 0.2304
- HOMO energy (eV) = -11.36
- charge = +1
- DFT total energy (a.u.) = -6806.7971
- E_LUMO (Eh) = -0.1871

Geometry (Å):
C1 0.68 -3.07 2.49
C2 -0.29 -2.57 1.47
Br1 -2.05 -3.26 1.65
C3 -0.05 -1.77 0.44
Br2 1.70 -1.14 0.07
C4 -1.06 -1.28 -0.52
C5 -1.99 -0.32 -0.17
C6 -2.10 0.35 1.17
C7 -0.85 1.13 1.60
C8 -0.80 2.54 0.98
C9 0.61 2.94 0.55
N1 0.96 2.24 -0.69
C10 2.34 2.29 -1.08
N2 3.32 2.03 -0.32
N3 2.53 2.70 -2.41
C11 -2.89 0.06 -1.17
N4 -2.83 -0.49 -2.37
N5 -1.97 -1.42 -2.75
C12 -1.10 -1.80 -1.85
I1 0.14 -3.32 -2.48
H1 0.19 -3.14 3.46
H2 1.04 -4.06 2.22
H3 1.53 -2.39 2.59
H4 -2.41 -0.38 1.92
H5 -2.92 1.07 1.11
H6 0.07 0.59 1.35
H7 -0.86 1.21 2.68
H8 -1.44 2.58 0.09
H9 -1.17 3.27 1.71
H10 1.30 2.70 1.38
H11 0.66 4.01 0.38
H12 0.62 1.29 -0.69
H13 3.00 1.81 0.62
H14 3.53 2.85 -2.54
H15 2.25 1.98 -3.06
H16 -3.66 0.81 -1.00
H17 -3.49 -0.22 -3.09
C13 -5.70 -2.77 -5.28
C14 -5.12 -3.80 -4.32
O1 -3.73 -3.56 -4.07
H18 -5.15 -2.78 -6.22
H19 -6.75 -2.98 -5.48
H20 -5.63 -1.76 -4.86
H21 -5.19 -4.79 -4.75
H22 -5.68 -3.80 -3.39
H23 -3.64 -2.68 -3.69
C15 4.22 5.21 1.83
C16 5.59 4.59 1.62
O2 5.53 3.17 1.55
H24 3.77 4.83 2.75
H25 4.29 6.30 1.90
H26 3.56 4.97 1.00
H27 6.25 4.83 2.45
H28 6.05 4.99 0.71
H29 4.96 2.94 0.81
C17 -7.62 -7.82 -2.39
C18 -6.82 -6.55 -2.61
O3 -7.57 -5.56 -3.31
H30 -7.96 -8.23 -3.35
H31 -7.02 -8.58 -1.88
H32 -8.51 -7.62 -1.78
H33 -5.95 -6.75 -3.23
H34 -6.47 -6.15 -1.65
H35 -8.35 -5.35 -2.79
C19 9.07 3.78 4.98
C20 8.38 5.04 5.47
O4 7.12 5.26 4.83
H36 9.21 3.82 3.90
H37 10.04 3.66 5.46
H38 8.46 2.90 5.21
H39 8.98 5.92 5.23
H40 8.25 5.01 6.56
H41 6.56 4.50 5.03



No. 4
# C20H41ClO13S6

A structure of composition C20H41ClO13S6 in a non-equilibrium geometry (ωB97M-V/def2-TZVPD, OMol25).

Values from the calculation:
- energy above the lowest of the compared OMol25 structures with the same formula, charge and spin (kJ/mol) = 0.0
- multiplicity = 1
- orbital gap (hartree) = 0.3795
- HOMO energy (eV) = -10.12
- DFT total energy (a.u.) = -4613.9988
- E_LUMO (Eh) = 0.0077

Geometry (Å):
O1 -0.28 1.64 1.13
S1 -0.76 2.36 2.32
O2 -0.81 1.27 3.49
O3 0.70 3.09 2.76
Cl1 0.47 4.18 4.03
H1 -1.52 1.52 4.12
C1 -2.14 -2.43 5.55
C2 -2.70 -2.25 4.14
C3 -3.88 -1.29 4.23
S2 -3.50 -0.19 5.59
O4 -4.47 -0.29 6.65
O5 -3.20 1.12 5.03
C4 -1.99 -1.01 6.10
H2 -1.17 -2.94 5.54
H3 -2.82 -3.02 6.17
H4 -1.94 -1.81 3.49
H5 -3.00 -3.19 3.70
H6 -4.00 -0.66 3.35
H7 -4.83 -1.78 4.45
H8 -1.90 -0.92 7.18
H9 -1.16 -0.50 5.61
C5 -2.31 -2.61 -1.88
C6 -0.88 -2.25 -1.45
C7 -0.87 -2.14 0.07
S3 -2.19 -3.22 0.65
O6 -3.21 -2.39 1.25
O7 -1.65 -4.33 1.41
C8 -2.76 -3.74 -0.96
H10 -2.35 -2.91 -2.93
H11 -2.97 -1.75 -1.74
H12 -0.19 -3.03 -1.78
H13 -0.52 -1.33 -1.90
H14 0.06 -2.46 0.53
H15 -1.13 -1.14 0.42
H16 -3.83 -3.88 -0.90
H17 -2.26 -4.69 -1.19
C9 2.65 1.08 -0.40
C10 4.09 1.09 -0.92
C11 4.18 0.09 -2.07
S4 2.54 0.04 -2.80
O8 1.98 -1.29 -2.61
O9 2.57 0.59 -4.13
C12 1.77 1.17 -1.64
H18 2.45 1.90 0.28
H19 2.45 0.16 0.14
H20 4.35 2.09 -1.28
H21 4.81 0.84 -0.14
H22 4.87 0.38 -2.84
H23 4.40 -0.92 -1.72
H24 0.74 0.85 -1.48
H25 1.79 2.16 -2.09
C13 -6.51 3.17 0.22
C14 -6.97 3.99 1.43
C15 -6.37 3.34 2.68
S5 -4.85 2.54 2.13
O10 -4.99 1.12 2.27
O11 -3.69 3.21 2.69
C16 -5.01 2.96 0.40
H26 -6.73 3.68 -0.72
H27 -7.02 2.21 0.20
H28 -6.60 5.02 1.33
H29 -8.05 4.04 1.50
H30 -6.10 4.05 3.46
H31 -6.99 2.55 3.08
H32 -4.59 2.14 -0.18
H33 -4.45 3.88 0.23
C17 8.55 -1.02 -6.30
C18 7.25 -0.27 -6.61
C19 6.32 -0.46 -5.41
S6 7.39 -0.68 -3.98
O12 7.20 -2.01 -3.45
O13 7.28 0.45 -3.09
C20 8.94 -0.62 -4.88
H34 9.34 -0.77 -7.00
H35 8.39 -2.10 -6.35
H36 7.47 0.80 -6.75
H37 6.79 -0.63 -7.52
H38 5.67 0.39 -5.22
H39 5.72 -1.36 -5.49
H40 9.63 -1.30 -4.38
H41 9.30 0.40 -4.82



No. 5
# C20H41MoN2P3Se

A structure of composition C20H41MoN2P3Se in a non-equilibrium geometry (ωB97M-V/def2-TZVPD, OMol25).

Values from the calculation:
- energy above the lowest of the compared OMol25 structures with the same formula, charge and spin (kJ/mol) = 9.8
- multiplicity = 3
- orbital gap (spin up / spin down) (hartree) = 0.1395 / 0.1686
- HOMO energy (spin up / spin down) (eV) = -19.42 / -19.43
- charge = +4
- DFT total energy (a.u.) = -4388.1971
- E_LUMO (spin up / spin down) (Eh) = -0.5741 / -0.5454

Geometry (Å):
Mo1 0.26 -0.19 0.52
P1 1.53 -2.16 -0.82
P2 2.19 1.37 -0.07
P3 -1.99 -1.36 0.31
H1 -0.65 3.41 1.48
C1 -1.20 2.51 1.76
C2 -0.58 1.28 1.71
H2 0.60 1.31 1.54
C3 1.70 -2.35 -2.64
C4 3.29 -2.23 -0.32
C5 0.97 -3.86 -0.39
C6 1.81 3.11 0.36
C7 3.62 1.05 1.01
C8 2.96 1.59 -1.72
C9 -3.40 -0.33 0.83
C10 -2.03 -2.79 1.45
C11 -2.61 -2.08 -1.26
H3 -2.12 2.61 2.36
H4 -1.12 0.34 2.04
H5 2.36 -3.22 -2.84
H6 2.15 -1.46 -3.09
H7 0.73 -2.54 -3.11
H8 3.71 -3.18 -0.67
H9 3.38 -2.17 0.77
H10 3.85 -1.40 -0.77
H11 1.63 -4.57 -0.90
H12 -0.07 -4.01 -0.72
H13 1.02 -4.02 0.69
H14 2.68 3.74 0.12
H15 1.58 3.22 1.43
H16 0.93 3.47 -0.20
H17 4.42 1.78 0.77
H18 4.00 0.04 0.86
H19 3.33 1.17 2.06
H20 3.67 2.44 -1.67
H21 2.19 1.80 -2.47
H22 3.50 0.69 -2.01
H23 -4.32 -0.94 0.75
H24 -3.49 0.56 0.21
H25 -3.28 -0.02 1.87
H26 -3.05 -3.21 1.44
H27 -1.76 -2.46 2.46
H28 -1.31 -3.55 1.12
H29 -3.66 -2.38 -1.11
H30 -2.01 -2.95 -1.55
H31 -2.56 -1.33 -2.06
C12 -1.85 1.92 -2.53
C13 -2.25 2.61 -1.37
C14 -3.32 3.51 -1.45
C15 -4.00 3.65 -2.66
C16 -3.62 2.94 -3.80
C17 -2.54 2.05 -3.75
Se1 -0.32 0.75 -2.64
H32 -0.87 -0.11 -1.49
H33 -1.70 2.46 -0.44
H34 -3.60 4.07 -0.56
H35 -4.84 4.35 -2.74
H36 -4.14 3.10 -4.74
H37 -2.23 1.47 -4.60
N1 0.92 0.06 3.52
C18 1.41 -0.60 4.59
C19 1.79 -1.86 4.12
C20 1.50 -1.92 2.77
N2 0.95 -0.71 2.40
H38 0.57 1.02 3.56
H39 1.42 -0.14 5.55
H40 2.24 -2.65 4.68
H41 1.63 -2.71 2.05



No. 6
# C20H41N2O13S

A structure of composition C20H41N2O13S in a non-equilibrium geometry (ωB97M-V/def2-TZVPD, OMol25).

Values from the calculation:
- multiplicity = 1
- orbital gap (hartree) = 0.2705
- HOMO energy (eV) = -12.11
- charge = +1
- DFT total energy (a.u.) = -2272.1843
- E_LUMO (Eh) = -0.1745

Geometry (Å):
C1 -2.74 -0.48 1.13
C2 -2.52 0.50 -0.06
C3 -1.00 0.45 -0.40
N1 -0.18 1.27 0.51
S1 0.08 2.80 -0.09
N2 0.60 3.74 1.21
C4 -0.34 3.89 2.01
O1 -1.28 4.04 2.64
H1 -2.93 -1.48 0.75
H2 -1.82 -0.53 1.72
H3 -3.59 -0.16 1.74
H4 -3.13 0.27 -0.92
H5 -2.71 1.51 0.33
H6 -0.82 0.64 -1.46
H7 -0.70 -0.59 -0.23
H8 -0.66 1.29 1.41
H9 1.23 2.76 -0.85
C5 1.41 6.68 1.52
C6 2.63 7.58 1.60
O2 2.84 8.26 0.36
C7 2.08 9.34 0.17
O3 1.27 9.78 0.93
O4 2.38 9.84 -1.03
C8 1.60 10.98 -1.40
H10 1.50 6.01 0.66
H11 1.31 6.09 2.43
H12 0.50 7.26 1.38
H13 3.52 6.98 1.78
H14 2.55 8.29 2.42
H15 1.64 11.75 -0.64
H16 0.57 10.69 -1.59
H17 2.02 11.38 -2.32
C9 1.22 -4.78 3.58
C10 1.14 -4.09 2.24
O5 0.53 -4.94 1.26
C11 -0.80 -4.97 1.28
O6 -1.52 -4.36 2.03
O7 -1.21 -5.82 0.34
C12 -2.63 -6.01 0.28
H18 1.71 -5.75 3.49
H19 1.77 -4.17 4.30
H20 0.22 -4.96 3.99
H21 2.15 -3.88 1.87
H22 0.61 -3.14 2.31
H23 -3.15 -5.06 0.21
H24 -2.97 -6.56 1.16
H25 -2.84 -6.60 -0.60
C13 4.64 7.67 -2.35
C14 3.75 6.49 -2.68
O8 4.15 5.86 -3.91
C15 5.16 5.00 -3.80
O9 5.74 4.72 -2.78
O10 5.43 4.53 -5.01
C16 6.55 3.63 -5.06
H26 4.69 8.36 -3.18
H27 4.26 8.19 -1.48
H28 5.66 7.34 -2.14
H29 2.72 6.84 -2.84
H30 3.72 5.77 -1.87
H31 6.44 2.83 -4.33
H32 7.47 4.18 -4.88
H33 6.57 3.21 -6.06
C17 -5.26 -11.52 -1.62
C18 -6.35 -11.29 -0.59
O11 -5.85 -11.47 0.74
C19 -5.18 -10.44 1.25
O12 -4.98 -9.38 0.71
O13 -4.77 -10.78 2.47
C20 -3.99 -9.78 3.13
H34 -4.80 -12.50 -1.47
H35 -5.67 -11.48 -2.63
H36 -4.47 -10.77 -1.54
H37 -7.14 -12.02 -0.72
H38 -6.79 -10.30 -0.70
H39 -4.51 -8.82 3.14
H40 -3.02 -9.68 2.64
H41 -3.84 -10.11 4.15



The lowest DFT total energy belongs to which entry?
C20H41Br2IN5O4



Look up the DFT total energy of the first one.
-2417.7753 a.u.



Please write out number 6 again, unchanged.
# C20H41N2O13S

A structure of composition C20H41N2O13S in a non-equilibrium geometry (ωB97M-V/def2-TZVPD, OMol25).

Values from the calculation:
- multiplicity = 1
- orbital gap (hartree) = 0.2705
- HOMO energy (eV) = -12.11
- charge = +1
- DFT total energy (a.u.) = -2272.1843
- E_LUMO (Eh) = -0.1745

Geometry (Å):
C1 -2.74 -0.48 1.13
C2 -2.52 0.50 -0.06
C3 -1.00 0.45 -0.40
N1 -0.18 1.27 0.51
S1 0.08 2.80 -0.09
N2 0.60 3.74 1.21
C4 -0.34 3.89 2.01
O1 -1.28 4.04 2.64
H1 -2.93 -1.48 0.75
H2 -1.82 -0.53 1.72
H3 -3.59 -0.16 1.74
H4 -3.13 0.27 -0.92
H5 -2.71 1.51 0.33
H6 -0.82 0.64 -1.46
H7 -0.70 -0.59 -0.23
H8 -0.66 1.29 1.41
H9 1.23 2.76 -0.85
C5 1.41 6.68 1.52
C6 2.63 7.58 1.60
O2 2.84 8.26 0.36
C7 2.08 9.34 0.17
O3 1.27 9.78 0.93
O4 2.38 9.84 -1.03
C8 1.60 10.98 -1.40
H10 1.50 6.01 0.66
H11 1.31 6.09 2.43
H12 0.50 7.26 1.38
H13 3.52 6.98 1.78
H14 2.55 8.29 2.42
H15 1.64 11.75 -0.64
H16 0.57 10.69 -1.59
H17 2.02 11.38 -2.32
C9 1.22 -4.78 3.58
C10 1.14 -4.09 2.24
O5 0.53 -4.94 1.26
C11 -0.80 -4.97 1.28
O6 -1.52 -4.36 2.03
O7 -1.21 -5.82 0.34
C12 -2.63 -6.01 0.28
H18 1.71 -5.75 3.49
H19 1.77 -4.17 4.30
H20 0.22 -4.96 3.99
H21 2.15 -3.88 1.87
H22 0.61 -3.14 2.31
H23 -3.15 -5.06 0.21
H24 -2.97 -6.56 1.16
H25 -2.84 -6.60 -0.60
C13 4.64 7.67 -2.35
C14 3.75 6.49 -2.68
O8 4.15 5.86 -3.91
C15 5.16 5.00 -3.80
O9 5.74 4.72 -2.78
O10 5.43 4.53 -5.01
C16 6.55 3.63 -5.06
H26 4.69 8.36 -3.18
H27 4.26 8.19 -1.48
H28 5.66 7.34 -2.14
H29 2.72 6.84 -2.84
H30 3.72 5.77 -1.87
H31 6.44 2.83 -4.33
H32 7.47 4.18 -4.88
H33 6.57 3.21 -6.06
C17 -5.26 -11.52 -1.62
C18 -6.35 -11.29 -0.59
O11 -5.85 -11.47 0.74
C19 -5.18 -10.44 1.25
O12 -4.98 -9.38 0.71
O13 -4.77 -10.78 2.47
C20 -3.99 -9.78 3.13
H34 -4.80 -12.50 -1.47
H35 -5.67 -11.48 -2.63
H36 -4.47 -10.77 -1.54
H37 -7.14 -12.02 -0.72
H38 -6.79 -10.30 -0.70
H39 -4.51 -8.82 3.14
H40 -3.02 -9.68 2.64
H41 -3.84 -10.11 4.15



multiplicity of number 2 (C20H41BN7O2S6Sr)?
1